*a*
Here is a cluster of 2 separate species, C5H14 in total from the Open Molecules 2025 dataset. Energies are from ωB97M-V with the def2-TZVPD basis set.

HOMO-LUMO gap	12.16	eV
total charge	0

Each line ends with the natural charge from an NBO analysis.
Geometry (Å):
C 1.4804 1.1401 -1.2119  -0.613
C 1.6696 -0.3784 -1.1951  -0.403
C 0.4582 -1.1244 -1.8054  -0.627
H 0.4367 1.4633 -1.2202  0.200
H 1.9490 1.5796 -2.0930  0.207
H 1.8897 1.6405 -0.3334  0.207
H 2.5343 -0.6392 -1.8053  0.196
H 1.8646 -0.7215 -0.1781  0.200
H -0.1909 -1.4168 -0.9536  0.203
H -0.2969 -0.5380 -2.3235  0.217
H 0.8202 -2.0737 -2.1910  0.214
C -1.5748 -0.3638 1.4899  -0.608
C -1.8314 0.7175 2.5310  -0.608
H -2.4188 -0.5222 0.8266  0.205
H -0.7528 -0.1154 0.8370  0.200
H -1.3226 -1.2805 2.0315  0.203
H -2.6304 0.4133 3.2241  0.200
H -2.2710 1.6178 2.0868  0.200
H -0.9757 1.0029 3.1408  0.206



*b*
Here is a cluster of 2 separate species, C5H14 in total from the Open Molecules 2025 dataset. Energies are from ωB97M-V with the def2-TZVPD basis set.

HOMO-LUMO gap	12.43	eV
total charge	0

Each line ends with the natural charge from an NBO analysis.
Geometry (Å):
C 1.5344 2.5233 -0.1242  -0.603
C 0.4786 2.1348 0.9596  -0.397
C 0.5198 0.5909 1.1140  -0.623
H 1.6913 3.6043 -0.1697  0.205
H 2.5072 2.1562 0.2060  0.198
H 1.2334 2.1084 -1.0783  0.201
H -0.4888 2.3772 0.5433  0.197
H 0.7259 2.6668 1.8726  0.199
H -0.3236 0.1805 0.5433  0.200
H 0.3420 0.2314 2.1224  0.216
H 1.3532 0.1797 0.5473  0.207
C -1.9737 -2.5100 -0.7384  -0.614
C -0.4643 -2.2481 -0.8353  -0.614
H -2.4735 -1.6723 -0.2658  0.209
H -2.3468 -2.5060 -1.7726  0.199
H -2.1848 -3.5229 -0.4120  0.210
H -0.1860 -1.2598 -1.2390  0.200
H 0.0765 -2.9952 -1.4065  0.206
H -0.0209 -2.0391 0.1333  0.204



*c*
Here is a cluster of 2 separate species, C5H14 in total from the Open Molecules 2025 dataset. Energies are from ωB97M-V with the def2-TZVPD basis set.

HOMO-LUMO gap	12.02	eV
total charge	0

Each line ends with the natural charge from an NBO analysis.
Geometry (Å):
C 1.0152 -0.6588 0.1615  -0.607
C 0.2512 -1.9795 0.4247  -0.411
C 0.5780 -3.0459 -0.5631  -0.608
H 1.4170 -0.1368 1.0726  0.209
H 0.4738 -0.0165 -0.3554  0.197
H 1.8363 -0.6593 -0.5759  0.200
H 0.3131 -2.3563 1.4018  0.207
H -0.8163 -1.5771 0.3237  0.193
H 0.2478 -2.9694 -1.6015  0.209
H 1.7455 -3.0152 -0.6425  0.201
H 0.1630 -4.0628 -0.2440  0.209
C -0.4106 2.8283 -0.5353  -0.593
C -1.3532 2.3086 0.7003  -0.629
H 0.4502 3.1114 -0.0896  0.202
H -0.1118 1.9012 -1.2231  0.184
H -1.0499 3.4806 -1.0222  0.207
H -0.7868 2.3894 1.6960  0.214
H -2.1831 3.0663 0.8020  0.198
H -1.7796 1.3919 0.2700  0.216



*d*
Here is a cluster of 2 separate species, C5H14 in total from the Open Molecules 2025 dataset. Energies are from ωB97M-V with the def2-TZVPD basis set.

HOMO-LUMO gap	11.78	eV
total charge	0

Each line ends with the natural charge from an NBO analysis.
Geometry (Å):
C -1.5166 0.9832 -1.9980  -0.600
C -2.1687 -0.1977 -1.1518  -0.402
C -0.9551 -0.8051 -0.3628  -0.597
H -1.8512 1.8795 -1.5713  0.199
H -0.5220 0.8384 -2.0285  0.193
H -1.7801 1.0524 -3.0031  0.197
H -3.0155 0.2379 -0.6335  0.205
H -2.5726 -0.7694 -2.0109  0.197
H -0.2749 -1.3429 -0.8051  0.198
H -0.6137 0.1271 0.1725  0.211
H -1.3567 -1.4561 0.4689  0.201
C 1.3748 0.1443 1.4447  -0.610
C 2.8546 -0.2715 1.8002  -0.624
H 1.1699 0.1099 0.3944  0.205
H 0.7846 -0.6540 1.9728  0.195
H 1.0653 1.1031 1.8969  0.204
H 2.6535 -0.9617 2.6013  0.214
H 3.4877 0.7218 1.9660  0.208
H 3.2368 -0.7395 0.8472  0.206



Most stable: *a*. Least stable: *d*.



*a*
Here is a cluster of 2 separate species, C5H14 in total from the Open Molecules 2025 dataset. Energies are from ωB97M-V with the def2-TZVPD basis set.

HOMO-LUMO gap	12.42	eV
total charge	0

Each line ends with the natural charge from an NBO analysis.
Geometry (Å):
C 1.6413 -1.9894 -0.8521  -0.615
C 0.2533 -1.4360 -0.6878  -0.405
C -0.1263 -0.2793 -1.6546  -0.607
H 2.4129 -1.4624 -0.2828  0.208
H 1.6792 -2.9759 -0.3786  0.210
H 1.9713 -2.0552 -1.8880  0.205
H -0.5457 -2.1615 -0.8101  0.201
H 0.1784 -0.9048 0.2658  0.200
H -1.1836 -0.0200 -1.5952  0.204
H 0.4503 0.6446 -1.5754  0.204
H 0.0503 -0.5598 -2.7000  0.196
C -1.2814 1.5560 2.1608  -0.612
C -0.4476 2.0145 0.9519  -0.618
H -1.4891 0.4702 2.1939  0.198
H -0.7879 1.6901 3.1240  0.201
H -2.3162 1.9030 2.2066  0.203
H -0.8888 1.4694 0.1322  0.215
H 0.5566 1.6093 1.0821  0.201
H -0.4162 3.0961 0.9664  0.212



*b*
Here is a cluster of 2 separate species, C5H14 in total from the Open Molecules 2025 dataset. Energies are from ωB97M-V with the def2-TZVPD basis set.

HOMO-LUMO gap	11.68	eV
total charge	0

Each line ends with the natural charge from an NBO analysis.
Geometry (Å):
C 1.8481 -0.0633 -1.5916  -0.623
C 0.8549 0.7246 -0.6284  -0.418
C 1.5173 0.7268 0.6690  -0.612
H 2.1600 -1.0399 -1.4586  0.208
H 1.1288 -0.2066 -2.4929  0.199
H 2.7815 0.3499 -1.8679  0.205
H -0.2728 0.4384 -0.9931  0.227
H 0.6510 1.7763 -1.0349  0.204
H 0.9394 1.0247 1.6068  0.199
H 2.3923 1.2090 0.7022  0.211
H 1.8299 -0.2909 0.9128  0.202
C -2.4500 -0.6214 0.1328  -0.615
C -1.5289 -0.5612 1.3349  -0.629
H -2.3335 0.2724 -0.4282  0.202
H -2.0497 -1.4365 -0.4178  0.218
H -3.6656 -0.4814 0.3944  0.207
H -0.9586 -1.4487 1.4293  0.199
H -0.7715 0.2175 1.5326  0.212
H -2.0727 -0.5896 2.1987  0.205



Most stable: *a*. Least stable: *b*.



*a*
Here is a cluster of 2 separate species, C5H14 in total from the Open Molecules 2025 dataset. Energies are from ωB97M-V with the def2-TZVPD basis set.

HOMO-LUMO gap	12.14	eV
total charge	0

Each line ends with the natural charge from an NBO analysis.
Geometry (Å):
C -0.1796 2.2487 -0.2060  -0.591
C -1.0801 1.0885 -0.5408  -0.389
C -2.5113 1.4107 -1.0071  -0.593
H -0.3121 2.4756 0.8422  0.209
H -0.1573 2.9657 -0.8896  0.200
H 0.9286 1.8035 -0.1396  0.190
H -0.5502 0.5021 -1.3076  0.187
H -1.1578 0.3940 0.2762  0.191
H -3.1175 1.8152 -0.1987  0.198
H -2.4504 2.0456 -1.7566  0.193
H -2.9049 0.5903 -1.4624  0.205
C 1.9766 -1.4470 0.7493  -0.618
C 1.4566 -2.8618 0.8146  -0.624
H 2.7178 -1.5057 1.6916  0.208
H 2.4013 -1.0772 -0.1172  0.209
H 1.1428 -0.7076 0.8314  0.206
H 1.6615 -3.3257 -0.2050  0.204
H 0.3916 -2.8766 1.0050  0.205
H 1.7443 -3.5383 1.6204  0.210



*b*
Here is a cluster of 2 separate species, C5H14 in total from the Open Molecules 2025 dataset. Energies are from ωB97M-V with the def2-TZVPD basis set.

HOMO-LUMO gap	12.12	eV
total charge	0

Each line ends with the natural charge from an NBO analysis.
Geometry (Å):
C 0.9679 2.4314 1.1457  -0.617
C 0.6051 1.3720 0.1017  -0.415
C 1.5681 0.9424 -1.0541  -0.616
H 1.2161 2.0297 2.1401  0.204
H 0.0743 2.9703 1.4761  0.209
H 1.7007 3.2102 0.8599  0.203
H 0.4851 0.4731 0.7598  0.209
H -0.3382 1.7119 -0.3359  0.201
H 1.8951 -0.1008 -1.0192  0.210
H 1.1360 1.1580 -2.0315  0.208
H 2.4253 1.5985 -1.0196  0.205
C -0.9229 -1.8036 0.2654  -0.610
C -1.9796 -2.6080 -0.5021  -0.605
H -1.4334 -0.9572 0.7400  0.204
H -0.4259 -2.3663 1.0525  0.205
H -0.2033 -1.5005 -0.5033  0.204
H -2.8227 -2.8865 0.1791  0.198
H -2.3800 -2.1244 -1.4062  0.205
H -1.5677 -3.5501 -0.8484  0.199



*c*
Here is a cluster of 2 separate species, C5H14 in total from the Open Molecules 2025 dataset. Energies are from ωB97M-V with the def2-TZVPD basis set.

HOMO-LUMO gap	12.12	eV
total charge	0

Each line ends with the natural charge from an NBO analysis.
Geometry (Å):
C 0.9893 -2.0192 2.0326  -0.617
C 0.1064 -1.2111 1.1240  -0.397
C 0.0180 0.2802 1.6095  -0.610
H 1.1240 -1.5731 2.9508  0.201
H 2.0189 -2.1809 1.6759  0.210
H 0.5421 -3.0063 2.3005  0.207
H 0.5812 -1.2301 0.0255  0.189
H -0.9094 -1.5885 1.0010  0.205
H -0.7824 0.4627 2.4031  0.201
H 0.9448 0.6059 2.1308  0.204
H -0.2358 0.8716 0.7455  0.208
C -0.3077 0.7310 -2.6135  -0.613
C -0.8156 1.9138 -1.7624  -0.611
H 0.5601 0.9787 -3.1355  0.209
H 0.0800 -0.1304 -2.0861  0.197
H -1.1389 0.3072 -3.2030  0.201
H -1.4838 2.3869 -2.6315  0.202
H -1.3259 1.7680 -0.8645  0.208
H 0.0348 2.6336 -1.7028  0.207



*d*
Here is a cluster of 2 separate species, C5H14 in total from the Open Molecules 2025 dataset. Energies are from ωB97M-V with the def2-TZVPD basis set.

HOMO-LUMO gap	12.13	eV
total charge	0

Each line ends with the natural charge from an NBO analysis.
Geometry (Å):
C -1.6197 0.2363 -0.5530  -0.612
C -2.2354 1.6557 -0.3993  -0.404
C -1.1369 2.6400 0.0224  -0.613
H -1.8013 -0.3496 0.3443  0.209
H -1.9523 -0.2661 -1.4707  0.211
H -0.5519 0.3298 -0.7492  0.198
H -2.7940 1.9713 -1.2893  0.198
H -2.9176 1.6119 0.4382  0.198
H -1.3495 3.7026 -0.0388  0.214
H -1.0385 2.5146 1.1287  0.197
H -0.1477 2.3215 -0.2953  0.203
C 1.5464 -2.2221 0.6539  -0.641
C 2.9020 -1.8051 0.0955  -0.615
H 1.0233 -1.3485 1.0400  0.211
H 0.9328 -2.8272 -0.0324  0.213
H 1.4573 -3.1453 1.2845  0.214
H 3.1464 -2.3510 -0.8172  0.206
H 3.6832 -1.8994 0.8545  0.207
H 2.8534 -0.7694 -0.2167  0.205



Most stable: *b*. Least stable: *a*.



*a*
Here is a cluster of 2 separate species, C5H14 in total from the Open Molecules 2025 dataset. Energies are from ωB97M-V with the def2-TZVPD basis set.

HOMO-LUMO gap	12.31	eV
total charge	0

Each line ends with the natural charge from an NBO analysis.
Geometry (Å):
C -1.2483 -1.8852 1.8114  -0.600
C -0.3873 -0.6357 1.5275  -0.394
C 1.0449 -0.8342 2.0356  -0.614
H -0.8677 -2.7483 1.2613  0.198
H -2.2712 -1.7266 1.4733  0.206
H -1.1693 -2.0780 2.8741  0.200
H -0.4231 -0.3091 0.4895  0.196
H -0.8960 0.1814 2.0464  0.190
H 1.7265 -1.1344 1.2378  0.206
H 1.4203 0.1315 2.3855  0.208
H 1.1102 -1.5699 2.8298  0.203
C -0.4133 1.2965 -2.3515  -0.620
C 0.9382 1.8828 -2.6553  -0.619
H -0.7565 0.5708 -3.0965  0.206
H -0.5186 0.7083 -1.4342  0.203
H -1.2427 1.9984 -2.2305  0.207
H 1.5607 1.2319 -3.2681  0.208
H 1.5858 2.0731 -1.7947  0.207
H 0.8074 2.8467 -3.1413  0.208



*b*
Here is a cluster of 2 separate species, C5H14 in total from the Open Molecules 2025 dataset. Energies are from ωB97M-V with the def2-TZVPD basis set.

HOMO-LUMO gap	12.39	eV
total charge	0

Each line ends with the natural charge from an NBO analysis.
Geometry (Å):
C -1.3712 -1.4540 -1.4699  -0.621
C -1.1753 -0.9627 -0.0021  -0.397
C -0.8763 -2.1313 0.9423  -0.603
H -0.6271 -0.9261 -2.0732  0.205
H -2.3855 -1.3174 -1.8214  0.215
H -0.9371 -2.4451 -1.5120  0.206
H -0.2887 -0.3343 -0.0423  0.193
H -2.0004 -0.4526 0.4924  0.202
H -0.8703 -1.7070 1.9104  0.202
H -1.6512 -2.8985 0.9270  0.198
H 0.0397 -2.7062 0.7859  0.199
C 2.0161 1.7692 0.6477  -0.621
C 1.0101 2.5191 -0.2446  -0.622
H 1.8384 0.7144 0.8533  0.208
H 3.0428 1.9915 0.3936  0.209
H 1.8201 2.1305 1.6625  0.201
H 0.2224 1.8627 -0.6110  0.212
H 1.4317 2.9361 -1.1618  0.203
H 0.7620 3.4116 0.3231  0.210



Most stable: *a*. Least stable: *b*.